[1]
The following is a quantum chemistry calculation of a molecular structure, C47H57As3N8OSSe2W in a non-equilibrium geometry, from OMol25.

```
120
Properties=species:S:1:pos:R:3:forces:R:3:mulliken_charge:R:1
W 1.086 -0.773 0.349 -1.143 1.534 0.257 1.261
C -0.465 -4.273 -2.088 0.096 -0.017 -0.017 -1.165
C 0.430 -3.455 -1.396 -0.080 0.209 -0.081 -0.544
N -0.002 -2.522 -0.551 0.022 -0.210 0.083 1.009
C -1.342 -2.497 -0.309 0.176 -0.094 -0.129 -0.180
C -2.206 -3.284 -1.048 0.011 0.035 0.012 0.060
N -1.771 -4.147 -1.960 -0.081 -0.038 -0.029 -0.495
C -1.729 -1.780 0.906 -0.071 0.073 0.090 0.193
C -2.943 -1.880 1.553 0.020 -0.002 -0.004 -0.962
C -3.065 -1.414 2.868 -0.142 -0.002 -0.004 0.277
C -1.902 -0.968 3.511 0.129 0.027 0.012 -1.129
C -0.719 -0.882 2.805 -0.105 -0.015 -0.032 0.335
N -0.680 -1.182 1.492 0.552 -0.226 0.077 0.711
C 0.610 -0.627 3.376 0.037 -0.113 0.062 -0.588
C 0.834 -0.488 4.740 -0.025 0.015 -0.007 0.207
N 2.051 -0.448 5.260 0.005 0.012 0.058 -0.496
C 3.069 -0.550 4.421 0.075 0.005 -0.075 -1.278
C 2.879 -0.646 3.047 0.088 0.209 0.018 -0.559
N 1.653 -0.666 2.510 -0.054 -0.475 -0.046 1.045
C -4.348 -1.463 3.584 -0.005 -0.025 0.017 0.107
C -5.262 -2.490 3.357 0.019 0.069 0.017 -0.508
C -6.452 -2.482 4.072 -0.034 -0.068 -0.028 -0.618
N -6.770 -1.535 4.948 0.026 0.000 -0.022 -0.474
C -5.901 -0.554 5.157 0.009 0.073 0.051 -0.608
C -4.673 -0.475 4.513 0.004 -0.060 -0.037 -0.503
H -0.094 -5.027 -2.771 -0.004 -0.008 -0.003 0.528
H 1.488 -3.564 -1.548 -0.014 0.005 0.006 0.571
H -3.277 -3.227 -0.900 -0.004 0.001 0.009 0.496
H -3.792 -2.342 1.069 -0.005 0.007 -0.010 0.785
H -1.939 -0.750 4.569 0.018 0.020 -0.003 0.996
H 0.010 -0.416 5.439 -0.012 -0.029 -0.008 0.550
H 4.070 -0.554 4.833 -0.004 0.014 0.025 0.555
H 3.733 -0.681 2.387 -0.048 -0.061 -0.033 0.630
H -5.053 -3.307 2.679 -0.008 -0.011 -0.005 0.483
H -7.179 -3.274 3.935 -0.001 -0.001 0.004 0.413
H -6.194 0.206 5.871 -0.002 -0.003 -0.001 0.402
H -4.015 0.361 4.711 -0.003 0.007 0.013 0.480
Se 3.387 -2.000 0.045 -0.090 0.204 -0.458 0.069
Se 3.316 -4.298 0.502 -0.008 -0.571 0.226 0.061
C 2.130 -4.413 2.027 0.113 0.082 -0.231 0.303
C 2.575 -5.177 3.093 0.037 0.000 0.019 -0.996
C 1.660 -5.458 4.098 -0.044 0.006 0.099 -0.549
C 0.374 -4.951 3.993 0.046 -0.049 0.055 -1.045
C 0.057 -4.169 2.894 0.077 0.063 -0.106 -0.107
N 0.916 -3.898 1.905 -0.091 0.006 0.263 0.304
C 3.410 -2.233 -1.913 0.088 -0.059 0.334 -0.321
C 4.383 -3.062 -2.439 0.042 0.015 -0.060 -0.909
C 4.338 -3.299 -3.809 -0.012 0.012 0.031 -0.811
C 3.336 -2.696 -4.551 0.030 0.013 0.012 -1.059
C 2.433 -1.865 -3.905 0.048 0.116 -0.098 -0.076
N 2.460 -1.613 -2.589 0.015 -0.290 -0.165 1.004
H 3.589 -5.550 3.140 0.005 0.016 -0.025 0.494
H 1.955 -6.057 4.950 -0.020 -0.032 -0.006 0.485
H -0.373 -5.162 4.746 0.000 -0.005 0.014 0.533
H -0.943 -3.761 2.789 -0.034 0.018 -0.010 0.501
H 5.154 -3.508 -1.823 -0.012 0.000 0.014 0.647
H 5.072 -3.943 -4.276 0.006 0.005 -0.009 0.522
H 3.255 -2.855 -5.617 -0.002 -0.008 -0.002 0.532
H 1.657 -1.375 -4.481 -0.026 -0.008 0.039 0.287
C 4.135 0.843 -2.048 -0.010 0.052 0.027 -1.649
As 2.980 1.168 -0.510 0.350 -0.187 0.341 1.178
C 4.426 1.366 0.792 -0.061 0.047 -0.030 -1.603
C 2.561 3.036 -0.951 -0.082 -0.116 -0.063 -0.963
C 1.729 3.891 -0.004 0.075 -0.047 0.022 2.127
C 2.370 3.927 1.387 -0.015 -0.010 0.046 -1.527
C 0.305 3.348 0.069 -0.019 0.002 -0.029 -0.676
As -0.042 1.734 1.101 -0.021 -0.196 -0.019 1.406
C -0.129 2.369 2.944 0.128 -0.024 -0.056 -1.424
C -1.950 1.577 0.776 0.011 -0.037 0.056 -0.845
C 1.701 5.346 -0.527 -0.023 -0.005 -0.059 -2.296
As 1.066 6.050 -2.292 0.014 -0.057 0.039 0.321
C 2.302 5.180 -3.549 0.009 0.033 -0.009 -0.922
C -0.518 4.945 -2.700 0.006 0.010 -0.011 -0.357
H 4.811 1.698 -2.077 0.003 -0.008 -0.026 0.697
H 3.586 0.786 -2.983 0.008 0.020 0.030 0.316
H 4.723 -0.061 -1.919 0.021 0.027 0.018 0.461
H 4.967 2.276 0.534 0.021 -0.015 -0.004 0.460
H 5.111 0.523 0.708 -0.022 -0.019 -0.009 0.550
H 4.073 1.457 1.815 -0.019 0.044 -0.015 0.398
H 2.123 3.026 -1.950 -0.021 -0.029 0.026 -0.334
H 3.569 3.451 -1.045 -0.026 0.040 -0.049 1.049
H 2.417 2.937 1.855 -0.005 0.009 -0.033 -0.318
H 1.810 4.583 2.056 -0.007 -0.001 -0.001 0.432
H 3.389 4.313 1.338 -0.005 0.014 -0.014 0.532
H -0.096 3.147 -0.925 0.019 0.028 0.009 -0.525
H -0.353 4.084 0.539 -0.018 -0.020 -0.002 1.111
H -0.584 3.358 2.885 0.023 0.016 0.054 0.544
H 0.845 2.450 3.418 0.009 0.002 -0.010 0.333
H -0.778 1.727 3.533 -0.037 0.020 -0.028 0.433
H -2.344 2.591 0.708 -0.031 -0.014 -0.016 0.703
H -2.425 1.079 1.620 0.008 0.012 0.005 0.355
H -2.166 1.037 -0.141 0.040 0.031 -0.009 -0.275
H 2.723 5.737 -0.481 0.002 0.010 0.011 0.617
H 1.141 5.940 0.201 -0.005 0.010 -0.007 0.580
H 3.331 5.362 -3.239 0.005 -0.004 -0.007 0.323
H 2.164 5.661 -4.516 0.007 0.008 0.001 0.446
H 2.141 4.109 -3.683 -0.015 -0.002 0.005 0.093
H -1.249 5.000 -1.893 -0.016 0.010 0.001 0.347
H -0.270 3.903 -2.919 0.014 0.037 0.021 -0.378
H -0.977 5.374 -3.590 0.004 -0.011 -0.013 0.521
C -6.038 1.292 -4.127 -0.025 -0.011 0.002 -1.563
C -4.665 0.906 -3.679 0.025 -0.006 0.005 0.841
C -4.212 -0.407 -3.831 -0.006 0.017 0.003 -0.930
C -2.931 -0.765 -3.458 0.026 0.012 0.072 -0.768
C -2.078 0.201 -2.915 -0.046 0.008 -0.136 0.618
C -2.508 1.522 -2.756 0.047 -0.018 0.084 -0.623
C -3.794 1.856 -3.123 -0.004 -0.027 0.009 -1.271
S -0.434 -0.315 -2.654 0.075 0.087 0.063 0.929
C 0.481 0.914 -3.568 0.017 -0.018 -0.001 -0.407
O -0.057 0.078 -1.163 0.041 -0.064 -0.375 -0.481
H -6.112 1.202 -5.212 -0.007 0.005 0.000 0.364
H -6.282 2.315 -3.853 -0.005 0.005 0.001 0.378
H -6.787 0.625 -3.700 -0.003 -0.002 -0.006 0.402
H -4.869 -1.150 -4.265 0.001 0.002 -0.006 0.494
H -2.585 -1.780 -3.613 0.018 -0.037 -0.008 0.583
H -1.856 2.282 -2.341 -0.005 -0.017 -0.055 0.612
H -4.137 2.875 -2.998 0.002 0.014 -0.010 0.452
H 0.141 1.910 -3.293 -0.019 -0.003 0.032 -0.232
H 0.293 0.741 -4.628 -0.023 0.013 -0.011 0.725
H 1.535 0.774 -3.337 -0.041 -0.028 -0.025 -0.221
```
Forces are in eV/Å.

Calculated values
⟨S²⟩	2.03
spin multiplicity	3
charge	+4
frontier orbital gap (alpha / beta)	5.38 / 4.54	eV

***

[2]
The following is a quantum chemistry calculation of a molecular structure, C19H35F12Mn2N5O17S4 in a non-equilibrium geometry, from OMol25.

```
94
Properties=species:S:1:pos:R:3:forces:R:3:mulliken_charge:R:1
Mn 3.038 3.668 -0.147 -3.262 -1.283 1.452 1.313
Mn -1.399 2.487 2.270 -0.037 -1.601 0.003 0.799
C 0.791 -0.466 -0.920 0.787 0.958 0.830 0.190
F 1.522 -0.580 -2.054 -0.533 0.038 1.255 -0.092
F -0.324 -1.153 -1.053 0.043 -0.258 0.092 -0.179
F 1.507 -0.934 0.164 -0.863 0.556 -1.713 -0.080
S 0.308 1.382 -0.670 -1.248 -0.312 0.338 -0.458
O 1.602 2.065 -0.552 1.148 0.149 -0.370 0.653
O -0.468 1.677 -1.843 0.608 -0.043 -0.116 -0.469
O -0.499 1.498 0.553 1.198 -0.822 -0.903 0.466
C 2.753 3.285 4.537 -1.056 -0.619 -0.166 0.312
F 4.075 3.121 4.467 -0.545 0.695 -0.281 -0.167
F 2.358 2.714 5.690 -0.078 0.491 -1.050 -0.169
F 2.357 4.567 4.508 0.787 -0.531 0.249 -0.169
S 1.965 2.424 3.008 -0.253 -1.763 0.159 0.838
O 2.544 3.162 1.852 0.761 0.255 0.300 -0.338
O 2.397 1.058 3.144 0.290 0.818 -0.226 -0.402
O 0.500 2.536 3.036 1.739 0.815 0.968 -0.442
C -3.976 -0.961 3.988 0.506 1.221 0.233 0.298
F -4.506 0.149 4.545 0.398 -0.165 0.371 -0.233
F -4.216 -1.998 4.788 0.286 0.360 -0.470 -0.187
F -4.642 -1.099 2.852 -0.253 -0.649 -0.858 -0.197
S -2.109 -0.729 3.659 1.844 -0.956 2.924 1.465
O -1.757 -1.868 2.836 -0.640 0.959 -0.367 -0.616
O -1.878 0.611 3.049 -1.038 -0.789 0.037 -0.731
O -1.548 -0.795 5.024 -1.155 0.439 -1.984 -0.688
C -1.269 5.571 -0.870 -0.375 -0.259 -0.704 0.533
F -2.189 6.464 -0.459 0.991 -0.522 -0.440 -0.200
F -1.918 4.471 -1.268 0.373 0.268 0.368 -0.161
F -0.593 6.036 -1.961 -0.486 -0.170 1.591 -0.222
S -0.140 5.206 0.622 1.020 1.963 2.595 0.912
O 0.040 6.510 1.267 -0.658 -1.925 -1.326 -0.617
O -0.841 4.215 1.464 0.413 2.211 -1.898 -0.572
O 1.157 4.672 0.154 -0.127 0.141 -1.229 -0.663
C 4.726 -0.610 -1.712 1.465 2.319 -1.285 0.523
O 5.269 0.256 -2.434 -1.216 -1.559 1.612 -0.674
N 5.219 -1.839 -1.519 -0.635 -2.143 0.310 0.145
C 4.541 -2.757 -0.593 1.015 0.479 1.599 -1.127
C 6.168 -2.407 -2.445 0.533 0.370 -1.407 -1.006
H 3.820 -0.416 -1.122 0.100 0.097 0.019 -0.009
H 5.232 -3.546 -0.293 -0.091 -0.443 -0.854 0.373
H 3.536 -3.138 -0.773 0.142 0.050 -0.767 0.302
H 4.514 -2.299 0.399 -0.486 0.616 -0.073 0.411
H 6.966 -3.050 -2.072 -0.131 0.352 0.863 0.311
H 5.727 -3.021 -3.235 -0.643 -0.035 0.136 0.362
H 6.611 -1.577 -2.994 0.184 0.008 0.206 0.344
C -3.566 -3.507 -2.195 0.356 -0.794 -1.372 0.217
O -4.036 -3.931 -3.244 0.038 0.511 0.819 -0.629
N -4.057 -3.655 -0.961 -2.290 -0.229 -0.433 0.176
C -3.344 -3.140 0.143 0.990 0.560 1.508 -0.509
C -5.369 -4.300 -0.736 0.200 -1.002 -0.234 -1.006
H -2.575 -3.027 -2.149 -0.003 0.199 -0.223 0.309
H -2.434 -2.617 -0.152 0.012 -0.177 -0.349 -0.186
H -3.013 -3.931 0.819 -0.145 -0.038 0.133 0.488
H -3.866 -2.387 0.735 -0.436 -0.189 -0.016 0.165
H -5.763 -4.818 -1.611 0.681 0.293 -0.472 0.348
H -5.249 -5.120 -0.026 0.099 0.244 0.372 0.350
H -6.225 -3.697 -0.433 0.552 0.699 0.345 0.301
C 2.929 0.702 -5.454 1.215 1.985 3.349 0.078
O 3.357 1.032 -4.312 -1.173 -1.034 -2.817 -0.572
N 1.746 1.139 -5.933 0.136 -1.193 -1.471 0.211
C 1.241 0.618 -7.202 0.082 -0.265 -0.375 -0.932
C 0.767 1.794 -5.130 -0.935 0.247 0.476 -0.916
H 3.588 0.160 -6.145 -0.400 -0.171 -0.117 0.353
H 1.991 0.026 -7.726 0.279 0.225 0.158 0.311
H 0.901 1.394 -7.889 0.197 0.319 0.184 0.305
H 0.391 -0.061 -7.113 -0.119 0.018 0.572 0.332
H 1.120 2.079 -4.141 0.264 -0.085 -0.230 0.159
H 0.358 2.659 -5.653 0.229 0.196 -0.008 0.331
H -0.089 1.128 -4.996 -0.035 -0.132 0.194 0.338
C -4.321 2.488 0.909 -0.056 -1.365 -0.351 -0.101
O -3.114 2.615 1.205 -1.604 0.486 -0.549 -0.389
N -4.780 1.577 0.031 1.855 0.622 -0.291 0.320
C -6.171 1.159 -0.036 0.141 0.498 0.701 -1.002
C -3.848 0.948 -0.940 -0.751 0.810 -0.011 -0.469
H -5.119 3.090 1.365 0.223 -0.067 0.243 0.419
H -6.807 2.028 -0.204 -0.232 -0.171 0.045 0.344
H -6.355 0.696 0.934 -0.665 -0.104 -0.186 0.348
H -6.316 0.429 -0.829 0.108 0.146 0.028 0.356
H -2.812 1.202 -0.728 -0.083 -0.588 0.411 -0.152
H -4.136 -0.098 -1.029 0.656 -0.109 0.127 0.237
H -4.044 1.433 -1.898 -0.141 -0.145 -0.178 0.371
C 3.573 -1.778 4.861 -0.165 -1.604 -0.407 0.297
O 4.622 -2.238 5.292 -0.272 0.919 -0.159 -0.644
N 2.794 -2.456 3.964 0.433 0.930 -0.231 0.160
C 1.458 -2.060 3.631 -0.545 0.112 0.010 -0.914
C 3.239 -3.607 3.238 0.221 -0.545 0.169 -0.898
H 3.080 -0.839 5.151 0.293 0.064 0.273 0.276
H 1.340 -1.867 2.564 0.059 -0.055 -0.106 0.234
H 1.127 -1.161 4.148 0.147 -0.102 0.193 0.188
H 0.814 -2.897 3.905 -0.389 0.207 -0.068 0.457
H 3.331 -3.454 2.161 0.139 0.581 -0.118 0.147
H 4.201 -3.934 3.630 -0.177 -0.178 0.042 0.360
H 2.466 -4.376 3.290 0.188 -0.311 0.404 0.353
```
Forces are in eV/Å.

Calculated values
⟨S²⟩	30.00
spin multiplicity	11
charge	0
frontier orbital gap (alpha / beta)	5.09 / 5.20	eV